Record 1
{"formula": "H18O9", "method": "ωB97M-V/def2-TZVPD", "symbols": ["O", "O", "O", "O", "O", "O", "O", "O", "O", "H", "H", "H", "H", "H", "H", "H", "H", "H", "H", "H", "H", "H", "H", "H", "H", "H", "H"], "positions_angstrom": [[1.22964, 11.63418, 24.75333], [2.72768, 7.86948, 23.04483], [6.11529, 6.43479, 25.49223], [4.50265, 8.79789, 24.91685], [5.02636, 10.96540, 23.34319], [4.60245, 4.86160, 23.69464], [3.72992, 6.46160, 26.81331], [7.29538, 10.16725, 24.89239], [1.91218, 9.15839, 25.83968], [3.53720, 5.52490, 26.77232], [1.41569, 10.96283, 25.40978], [3.17172, 6.79086, 27.51774], [1.40853, 9.39795, 26.61760], [3.70785, 9.06883, 25.37633], [3.37028, 8.20991, 23.66724], [7.26491, 9.23902, 24.66065], [1.60233, 8.28133, 25.61385], [5.69474, 6.65812, 26.32258], [4.45379, 5.13344, 22.78898], [6.67023, 5.68275, 25.69891], [1.94301, 11.55481, 24.12005], [7.85185, 10.56380, 24.22207], [4.65548, 7.89987, 25.21082], [4.79517, 10.23071, 23.91152], [2.23067, 7.22103, 23.54357], [5.24939, 5.48303, 24.02862], [5.34323, 11.64160, 23.94203]], "atomic_forces_ev_per_a": [[-0.4, 0.9, 0.0], [-0.6, -0.2, -0.8], [0.8, 0.1, -0.6], [0.5, 0.2, -0.4], [-0.3, 0.8, -0.8], [-0.1, -0.6, -0.2], [0.9, 0.4, -0.6], [0.4, 0.2, 0.5], [0.5, 0.7, -0.1], [-0.2, -0.6, -0.1], [0.1, -0.4, -0.2], [-0.7, 0.4, 0.7], [-0.2, -0.2, 0.8], [-0.7, 0.2, 0.7], [0.5, 0.3, 0.3], [-0.3, -0.3, 0.0], [-0.3, -0.7, -0.1], [-0.7, 0.0, 0.6], [-0.2, 0.1, -0.2], [0.2, -0.2, 0.1], [0.2, -0.2, -0.2], [0.0, 0.1, -0.2], [0.1, -0.4, 0.2], [0.2, -0.6, 0.3], [-0.1, -0.3, 0.1], [0.1, 0.4, 0.5], [0.1, 0.0, 0.2]], "lowdin_spin": [0.03, 0.05, 0.04, 0.04, 0.01, 0.03, 0.23, 0.01, 0.16, 0.06, 0.01, 0.09, 0.05, 0.02, 0.01, 0.00, 0.06, 0.02, 0.00, 0.01, 0.00, 0.00, 0.02, 0.00, 0.02, 0.01, 0.00], "fmax_ha_per_bohr": 0.0234, "total_charge": -1, "gap_ev": [3.042, 10.589], "s_squared": 0.75, "multiplicity": 2}


Record 2
{"formula": "C2H4N3P", "method": "ωB97M-V/def2-TZVPD", "symbols": ["P", "N", "N", "N", "C", "C", "H", "H", "H", "H"], "positions_angstrom": [[1.54598, -1.51153, -0.32821], [-1.84387, 0.28481, 0.01135], [-1.16920, -0.55967, -0.60709], [0.36076, -0.18338, -0.11434], [0.21123, 0.86819, 0.68088], [-1.12560, 1.15709, 0.72336], [0.58704, -2.46681, -1.02616], [-1.57630, 2.11450, 1.03597], [0.93895, 1.38072, 1.27716], [2.07102, -1.08393, -1.65292]], "atomic_forces_ev_per_a": [[-1.1, 0.3, -1.8], [-0.2, -0.6, -1.5], [2.4, 1.0, 1.8], [-1.4, -2.2, -1.4], [-0.6, -0.7, -0.1], [-0.6, 2.3, 0.7], [1.0, 1.3, 1.0], [0.2, -1.0, 0.3], [0.6, 0.0, -0.2], [-0.4, -0.3, 1.2]], "nbo_charge": [0.49, -0.17, -0.01, -0.56, -0.01, -0.18, 0.02, 0.22, 0.23, -0.03], "fmax_ha_per_bohr": 0.0626, "total_charge": 0, "gap_ev": 10.009}


Record 3
{"formula": "C23H33N3O4", "method": "ωB97M-V/def2-TZVPD", "symbols": ["O", "O", "O", "O", "N", "N", "N", "C", "C", "C", "C", "C", "C", "C", "C", "C", "C", "C", "C", "C", "C", "C", "C", "C", "C", "C", "C", "C", "C", "C", "H", "H", "H", "H", "H", "H", "H", "H", "H", "H", "H", "H", "H", "H", "H", "H", "H", "H", "H", "H", "H", "H", "H", "H", "H", "H", "H", "H", "H", "H", "H", "H", "H"], "positions_angstrom": [[-6.58008, -0.89255, 0.46937], [-1.71626, 2.23196, -2.48575], [2.31647, -0.75164, -2.00329], [1.70015, 1.62653, 1.72503], [-1.98593, 2.17157, -0.20058], [0.68402, 0.63680, -0.02518], [3.74854, -0.67926, -0.26793], [-4.69501, -0.23788, -0.94190], [0.12873, 2.94556, 0.48129], [5.71578, 0.55007, -1.08592], [-3.16160, 1.41219, -0.07865], [-1.31099, 2.70662, 0.96635], [4.05805, -0.53825, 1.14667], [-2.08726, -2.54695, 0.14778], [2.51458, -0.71052, -0.79924], [-3.93482, 1.49661, 1.07913], [4.89239, -0.74028, -1.15632], [0.32053, -1.78313, -0.19895], [-5.45632, -0.16424, 0.21863], [-7.02351, -1.79781, -0.51203], [-5.06169, 0.71744, 1.22467], [-0.94870, -1.66911, 0.65271], [1.30887, -0.65960, 0.15501], [5.49498, -0.05144, 1.33761], [-1.34973, 2.49239, -1.36361], [0.94349, 1.68518, 0.77254], [5.76572, 1.08124, 0.35394], [-3.55953, 0.53827, -1.08440], [1.01042, -3.13189, -0.00859], [-0.07438, 3.24472, -1.00001], [0.05902, -1.66876, -1.25641], [-5.66066, 0.77749, 2.11934], [-1.83995, -3.60200, 0.22930], [-6.27634, -2.57316, -0.71073], [1.90022, -3.19219, -0.63058], [6.72094, 0.33637, -1.45194], [0.16875, 0.74929, -0.88470], [1.30142, -3.26844, 1.03156], [0.60133, 3.76455, 1.02561], [0.34696, -3.94377, -0.29146], [6.73422, 1.53955, 0.55564], [-7.27473, -1.28654, -1.44683], [-0.24609, 4.31057, -1.16647], [-7.92069, -2.25953, -0.10277], [-2.98621, -2.36056, 0.73113], [5.60595, 0.29995, 2.36381], [3.91371, -1.49823, 1.66012], [-0.71184, -1.93407, 1.68591], [-1.35083, 1.99638, 1.79589], [1.59821, -0.73786, 1.20307], [4.51286, -0.90168, -2.16631], [-2.98517, 0.46911, -1.99258], [5.50604, -1.60167, -0.87330], [-2.30452, -2.32068, -0.89336], [6.21096, -0.86015, 1.18289], [-4.96871, -0.90163, -1.74620], [-3.66627, 2.17687, 1.87157], [0.75420, 2.93760, -1.63753], [3.39146, 0.20741, 1.58881], [-1.77425, 3.64907, 1.28414], [5.27616, 1.30185, -1.74163], [4.99899, 1.84494, 0.49724], [-1.29202, -0.63270, 0.64839]], "atomic_forces_ev_per_a": [[0.1, 0.2, 0.2], [0.0, -0.1, -0.3], [-0.3, 0.0, -0.3], [0.2, 0.1, 0.3], [0.1, 0.0, 0.2], [0.0, -0.3, -0.3], [0.3, 0.0, -0.1], [-0.3, -0.2, 0.1], [0.1, 0.0, 0.1], [-0.1, -0.1, 0.1], [-0.3, -0.2, -0.2], [0.1, 0.2, 0.3], [-0.1, -0.1, 0.6], [0.2, 0.1, 0.2], [-0.2, 0.0, 0.3], [0.1, 0.0, -0.1], [0.2, 0.0, -0.5], [0.1, 0.1, 0.3], [0.1, 0.1, 0.1], [-0.1, -0.1, -0.1], [-0.2, -0.2, -0.1], [0.0, 0.0, -0.3], [0.0, -0.2, -0.2], [-0.1, 0.2, -0.1], [0.2, 0.3, -0.2], [-0.3, 0.5, -0.1], [0.1, -0.1, 0.0], [0.1, 0.1, 0.0], [-0.1, 0.2, -0.2], [0.0, 0.0, 0.0], [0.0, 0.0, 0.0], [-0.1, 0.0, 0.1], [0.0, -0.2, 0.0], [0.0, 0.0, 0.0], [0.1, -0.1, -0.1], [0.0, 0.0, 0.0], [0.0, 0.1, 0.0], [0.0, 0.0, 0.2], [0.0, -0.2, 0.0], [0.0, -0.1, 0.0], [0.0, 0.1, 0.0], [0.0, 0.0, 0.0], [0.0, 0.0, 0.0], [0.1, 0.0, -0.1], [-0.1, 0.0, 0.0], [0.0, -0.1, 0.0], [0.0, 0.1, 0.0], [0.0, 0.1, 0.1], [0.0, 0.1, 0.0], [0.0, 0.0, -0.1], [0.1, -0.1, 0.2], [0.0, 0.0, 0.0], [0.0, 0.0, 0.0], [-0.1, 0.0, -0.1], [0.0, 0.0, 0.1], [0.0, -0.1, -0.1], [0.1, 0.1, 0.1], [-0.1, 0.0, 0.0], [0.1, -0.2, 0.0], [0.0, -0.1, 0.1], [0.0, 0.0, -0.1], [0.0, 0.1, 0.0], [0.0, 0.0, 0.1]], "nbo_charge": [-0.49, -0.60, -0.66, -0.64, -0.46, -0.61, -0.44, -0.29, -0.30, -0.41, 0.19, -0.20, -0.23, -0.60, 0.69, -0.25, -0.23, -0.20, 0.29, -0.25, -0.23, -0.40, -0.13, -0.41, 0.67, 0.69, -0.40, -0.22, -0.61, -0.51, 0.22, 0.22, 0.20, 0.18, 0.22, 0.21, 0.41, 0.20, 0.24, 0.22, 0.21, 0.18, 0.24, 0.20, 0.21, 0.22, 0.19, 0.20, 0.22, 0.23, 0.25, 0.25, 0.19, 0.20, 0.20, 0.22, 0.22, 0.25, 0.24, 0.20, 0.21, 0.20, 0.21], "fmax_ha_per_bohr": 0.0121, "total_charge": 0, "gap_ev": 8.844}